[1]
Computed, not measured: a single C26H30N4O3 molecule in a non-equilibrium geometry, with ωB97M-V with the def2-TZVPD basis set.

The SMILES is CCc1cc2c(=O)c(-c3nc4ccccc4n3C)c(C)oc2c(CN2CCN(C)CC2)c1O. Its largest force on an atom is 1.113 eV/Å. The calculation puts the relative energy (zero: lowest compared OMol25 entry of this formula, charge and spin) at 194.3 kJ/mol. The LUMO energy is 0.4 eV. Its HOMO energy is -8.077 eV. As for the HOMO-LUMO gap: 8.45 eV.

Each line ends with the Löwdin charge.
Atoms and positions in Å:
C 4.7309 0.1303 3.4550  -0.09
C 4.4253 0.8055 2.1169  -0.19
C 3.1119 0.3269 1.5702  -0.16
C 1.9487 1.0240 1.7847  0.06
C 0.7178 0.5525 1.3225  -0.05
C -0.5109 1.3155 1.5739  -0.31
O -0.5026 2.4084 2.1207  0.07
C -1.7233 0.6529 1.0864  -0.01
C -3.0161 1.3106 1.2580  -0.24
N -3.8871 1.4463 0.2889  0.18
C -4.9335 2.1420 0.8246  -0.22
C -6.1245 2.5687 0.2457  -0.02
C -7.0138 3.2542 1.0440  -0.10
C -6.7396 3.5187 2.3883  -0.10
C -5.5648 3.1063 2.9827  -0.02
C -4.6635 2.4147 2.1875  -0.16
N -3.4347 1.8623 2.4387  0.00
C -2.7845 1.8160 3.7172  -0.01
C -1.6427 -0.5080 0.3845  -0.20
C -2.8160 -1.2149 -0.2092  0.01
O -0.4908 -1.1536 0.1470  0.07
C 0.6823 -0.6434 0.6065  -0.13
C 1.8525 -1.3711 0.3431  -0.05
C 1.7636 -2.6351 -0.4938  -0.12
N 1.9350 -2.4644 -1.9288  -0.15
C 0.9405 -1.5983 -2.5346  -0.17
C 1.0506 -1.6789 -4.0525  -0.19
N 2.3724 -1.2526 -4.4683  -0.23
C 2.4995 -1.2082 -5.9076  -0.10
C 3.3623 -2.1204 -3.8641  -0.19
C 3.2604 -2.0463 -2.3428  -0.18
C 3.0565 -0.8824 0.8471  -0.20
O 4.2298 -1.5386 0.6804  0.08
H 3.9445 0.3446 4.1751  0.08
H 5.6759 0.4921 3.8523  0.07
H 4.7991 -0.9466 3.3246  0.07
H 4.3860 1.8867 2.2553  0.11
H 5.2201 0.5688 1.4086  0.11
H 1.9542 1.9588 2.3245  0.13
H -6.3311 2.3655 -0.7929  0.11
H -7.9476 3.6008 0.6258  0.10
H -7.4656 4.0632 2.9742  0.10
H -5.3584 3.3240 4.0202  0.10
H -3.5377 1.8863 4.5015  0.09
H -2.2453 0.8736 3.8233  0.10
H -2.0695 2.6351 3.8188  0.09
H -3.2072 -0.6301 -1.0388  0.09
H -2.5119 -2.1975 -0.5607  0.09
H -3.6158 -1.3106 0.5204  0.10
H 2.4982 -3.3782 -0.1612  0.13
H 0.7733 -3.0730 -0.3461  0.13
H -0.0501 -1.9336 -2.2239  0.12
H 1.0741 -0.5475 -2.2277  0.14
H 0.3097 -1.0159 -4.5046  0.12
H 0.8414 -2.7150 -4.3757  0.13
H 3.4933 -0.8453 -6.1660  0.08
H 1.7607 -0.5155 -6.3075  0.08
H 2.3507 -2.1927 -6.3795  0.09
H 4.3563 -1.7905 -4.1756  0.12
H 3.2246 -3.1709 -4.1804  0.13
H 4.0009 -2.7309 -1.9174  0.12
H 3.4902 -1.0150 -2.0251  0.13
H 4.0951 -2.3305 0.1459  0.08

[2]
Computed, not measured: a single C26H30N6O3 molecule in a non-equilibrium geometry, with ωB97M-V with the def2-TZVPD basis set.

The SMILES is CO[C@@H](C(=O)N1Cc2[nH]nc(NC(=O)c3ccc(N4CCN(C)CC4)cc3)c2C1)c1ccccc1. Its largest force on an atom is 1.236 eV/Å. The calculation puts the relative energy (zero: lowest compared OMol25 entry of this formula, charge and spin) at 189.1 kJ/mol. The LUMO energy is 0.4 eV. Its HOMO energy is -7.682 eV. As for the HOMO-LUMO gap: 8.06 eV.

Each line ends with the Löwdin charge.
Atoms and positions in Å:
C -1.1531 3.9069 1.2118  -0.09
O -1.1875 3.1736 2.4202  -0.13
C -0.4939 1.9412 2.4363  -0.21
C -0.8944 1.0589 1.2410  -0.41
O -0.5570 1.3375 0.1027  0.06
N -1.6542 -0.0243 1.4875  0.00
C -2.0493 -0.5680 2.7847  -0.05
C -2.6913 -1.8400 2.3654  -0.18
N -3.3013 -2.8916 2.9326  0.04
N -3.7315 -3.7465 1.9895  0.09
C -3.3876 -3.2378 0.8075  -0.27
N -3.7954 -3.8958 -0.3306  0.16
C -3.4643 -3.6846 -1.6504  -0.43
O -4.1992 -4.0938 -2.5258  0.08
C -2.1760 -3.0137 -1.9099  -0.18
C -2.0822 -2.0261 -2.8858  -0.01
C -0.8822 -1.4132 -3.1660  -0.01
C 0.3063 -1.7925 -2.5180  -0.21
N 1.5265 -1.2439 -2.8379  -0.08
C 2.5801 -1.1298 -1.8497  -0.13
C 2.4350 0.1834 -1.0759  -0.18
N 2.5043 1.3121 -1.9879  -0.21
C 2.4104 2.5633 -1.2643  -0.09
C 1.4506 1.1995 -2.9850  -0.17
C 1.6303 -0.1176 -3.7432  -0.14
C 0.2037 -2.8366 -1.5802  -0.02
C -1.0054 -3.4204 -1.2735  -0.04
C -2.7138 -2.0124 0.9996  -0.07
C -2.0780 -0.8432 0.3385  -0.05
C 1.0179 2.0691 2.4732  -0.16
C 1.7976 0.9320 2.3003  -0.04
C 3.1769 1.0152 2.3542  -0.09
C 3.7916 2.2363 2.5752  -0.09
C 3.0189 3.3688 2.7617  -0.07
C 1.6380 3.2850 2.7199  -0.02
H -0.1486 3.9427 0.7843  0.08
H -1.8346 3.4852 0.4669  0.09
H -1.4803 4.9132 1.4709  0.10
H -0.8172 1.4846 3.3784  0.15
H -1.1778 -0.7352 3.4305  0.13
H -2.7502 0.1005 3.3016  0.14
H -3.4773 -3.0969 3.9020  0.16
H -4.5686 -4.5326 -0.1766  0.16
H -2.9770 -1.7230 -3.4084  0.12
H -0.8813 -0.6236 -3.8984  0.10
H 2.5701 -1.9678 -1.1570  0.10
H 3.5375 -1.1319 -2.3795  0.13
H 3.2474 0.2786 -0.3520  0.11
H 1.4763 0.1788 -0.5289  0.11
H 3.2318 2.6261 -0.5513  0.08
H 1.4616 2.6505 -0.7168  0.07
H 2.4913 3.3889 -1.9700  0.08
H 1.5368 2.0420 -3.6753  0.12
H 0.4531 1.2259 -2.5138  0.12
H 0.9176 -0.2078 -4.5604  0.11
H 2.6378 -0.1395 -4.1704  0.13
H 1.0857 -3.2151 -1.0884  0.10
H -1.0399 -4.2195 -0.5468  0.13
H -1.2043 -1.0891 -0.2696  0.10
H -2.7728 -0.2737 -0.2885  0.14
H 1.3230 -0.0239 2.1247  0.12
H 3.7738 0.1237 2.2267  0.11
H 4.8690 2.3019 2.6089  0.10
H 3.4912 4.3223 2.9463  0.10
H 1.0354 4.1635 2.8933  0.12

[3]
Computed, not measured: a single C26H30N6O3 molecule in a non-equilibrium geometry, with ωB97M-V with the def2-TZVPD basis set.

The SMILES is CN(C[C@H](c1ccccc1)N(C[C@H](Cc1ccccc1)N(CCc1ccccc1)N=O)N=O)N=O. Its largest force on an atom is 1.227 eV/Å. The calculation puts the relative energy (zero: lowest compared OMol25 entry of this formula, charge and spin) at 676.4 kJ/mol. The LUMO energy is 0.7 eV. Its HOMO energy is -9.106 eV. As for the HOMO-LUMO gap: 9.79 eV.

Each line ends with the Löwdin charge.
Atoms and positions in Å:
C 0.8212 4.4722 -2.9438  -0.01
N 1.7556 3.5349 -2.3578  -0.19
C 1.6489 3.1972 -0.9623  -0.10
C 0.8777 1.8719 -0.7637  -0.21
C -0.5593 1.9984 -1.2242  -0.21
C -0.9867 1.3473 -2.3746  -0.04
C -2.2989 1.4751 -2.7977  -0.07
C -3.1912 2.2477 -2.0731  -0.09
C -2.7704 2.8938 -0.9216  -0.07
C -1.4586 2.7716 -0.4989  -0.05
N 0.9458 1.4759 0.6303  -0.09
C 1.0380 0.0667 0.9536  -0.06
C -0.2830 -0.6672 0.6781  -0.24
C -1.3902 -0.2736 1.6645  -0.08
C -2.6469 -1.0517 1.3861  -0.22
C -3.3558 -0.8318 0.2113  -0.03
C -4.4866 -1.5738 -0.0752  -0.07
C -4.9263 -2.5428 0.8109  -0.09
C -4.2324 -2.7610 1.9878  -0.08
C -3.0979 -2.0207 2.2715  -0.05
N -0.0730 -2.1069 0.6390  -0.10
C 0.2937 -2.8542 1.8239  -0.13
C 1.5408 -3.7185 1.5773  -0.13
C 2.7135 -2.8588 1.1988  -0.25
C 3.4444 -2.1929 2.1756  -0.05
C 4.4793 -1.3439 1.8256  -0.08
C 4.7942 -1.1474 0.4913  -0.09
C 4.0768 -1.8121 -0.4894  -0.08
C 3.0429 -2.6638 -0.1371  -0.06
N -0.2116 -2.8046 -0.4484  -0.03
O -0.5047 -2.2131 -1.4860  -0.06
N 0.8589 2.4206 1.5211  -0.05
O 0.8560 2.0939 2.7067  -0.05
N 2.6920 2.9178 -3.0207  -0.06
O 2.7932 3.1463 -4.2227  -0.07
H -0.2014 4.1113 -2.8377  0.08
H 1.0756 4.5535 -4.0017  0.08
H 0.9196 5.4475 -2.4668  0.10
H 1.1443 4.0029 -0.4295  0.12
H 2.6554 3.0707 -0.5555  0.13
H 1.3804 1.0982 -1.3545  0.15
H -0.2975 0.7342 -2.9359  0.12
H -2.6234 0.9617 -3.6896  0.11
H -4.2158 2.3413 -2.3999  0.10
H -3.4651 3.4907 -0.3502  0.11
H -1.1270 3.2697 0.4017  0.11
H 1.2990 0.0169 2.0160  0.12
H 1.8419 -0.3781 0.3616  0.12
H -0.6149 -0.4286 -0.3426  0.12
H -1.5842 0.7947 1.5416  0.12
H -1.0601 -0.4371 2.6919  0.12
H -3.0209 -0.0755 -0.4833  0.10
H -5.0245 -1.3957 -0.9943  0.10
H -5.8082 -3.1237 0.5859  0.10
H -4.5727 -3.5110 2.6868  0.10
H -2.5635 -2.1919 3.1958  0.11
H -0.5427 -3.4991 2.1124  0.12
H 0.4879 -2.1446 2.6279  0.13
H 1.7559 -4.2733 2.4918  0.12
H 1.3197 -4.4251 0.7778  0.11
H 3.2022 -2.3435 3.2184  0.12
H 5.0399 -0.8335 2.5947  0.10
H 5.5988 -0.4822 0.2161  0.10
H 4.3203 -1.6651 -1.5312  0.11
H 2.4816 -3.1778 -0.9040  0.11

[4]
Computed, not measured: a molecular structure, C26H30N6OSTa in a non-equilibrium geometry, with ωB97M-V with the def2-TZVPD basis set.

Its largest force on an atom is 1.938 eV/Å. The calculation puts the relative energy (zero: lowest compared OMol25 entry of this formula, charge and spin) at 135.1 kJ/mol. As for the charge: +3. The LUMO energy is -10.3 eV. Its HOMO energy is -17.201 eV. As for the HOMO-LUMO gap: 6.86 eV.

Each line ends with the Löwdin charge.
Atoms and positions in Å:
Ta -0.1106 1.4452 -0.3606  1.73
S -2.1190 2.7001 -0.8571  0.78
C -3.1019 1.2559 -0.8401  -0.69
C -4.4735 1.2131 -0.9468  -0.03
C -5.0777 -0.0395 -0.9261  0.01
C -4.2882 -1.1756 -0.8024  0.00
C -2.9170 -1.0267 -0.7001  -0.09
N -2.3327 0.1751 -0.7142  -0.05
H -5.0521 2.1216 -1.0422  0.13
H -6.1533 -0.1257 -1.0085  0.14
H -4.7269 -2.1630 -0.7827  0.13
H -2.2641 -1.8867 -0.6128  0.11
C 0.3096 3.8080 -3.1547  0.01
C 0.5459 4.2771 -1.7625  -0.40
N 0.5865 3.5232 -0.6505  -0.18
C 0.8624 4.3919 0.4184  -0.11
C 0.9744 5.6437 -0.0644  0.00
N 0.7740 5.5465 -1.4283  0.16
H 0.1351 2.7340 -3.1890  0.06
H 1.1681 4.0385 -3.7885  0.11
H -0.5552 4.3138 -3.5863  0.11
H 0.9499 4.0392 1.4307  0.11
H 1.1788 6.5793 0.4280  0.15
H 0.7905 6.3244 -2.0747  0.20
N 2.2886 1.5788 0.3266  -0.07
N 2.5245 1.5824 -1.0902  -0.02
H 2.8157 2.2817 0.8431  0.13
H 2.5803 0.6790 0.6981  0.11
H 3.4495 1.2227 -1.3211  0.12
H 2.5148 2.5475 -1.4016  0.08
C 2.4897 -6.4795 -1.6120  0.01
C 1.8549 -5.2133 -1.1742  -0.15
C 1.0505 -5.1757 -0.0227  0.04
C 0.4512 -4.0266 0.4067  -0.14
C -0.4301 -4.0650 1.6235  -0.01
C 0.6839 -2.7982 -0.3460  -0.09
C 0.1514 -1.6607 0.1818  -0.11
O 0.2515 -0.4151 -0.2483  -0.32
C 1.4732 -2.8488 -1.5708  -0.15
C 1.6642 -1.6438 -2.4404  -0.02
C 2.0371 -4.0324 -1.9316  0.04
H 2.2003 -7.3230 -0.9924  0.10
H 3.5794 -6.3759 -1.5862  0.12
H 2.2446 -6.6880 -2.6566  0.12
H 0.8989 -6.0945 0.5295  0.14
H -0.4993 -5.0798 2.0053  0.10
H -1.4436 -3.7301 1.3928  0.10
H -0.0390 -3.4399 2.4292  0.10
H -0.4342 -1.7460 1.0930  0.13
H 2.2423 -0.8754 -1.9290  0.06
H 0.7030 -1.2138 -2.7284  0.09
H 2.1960 -1.9188 -3.3481  0.10
H 2.6335 -4.0842 -2.8345  0.14
N -1.0071 1.7303 7.1003  0.23
C -0.8789 1.6746 5.9605  -0.14
C -0.7065 1.6268 4.5336  -0.18
C -1.3726 2.5484 3.7285  0.01
C -1.2128 2.5119 2.3529  -0.11
C -0.3712 1.5484 1.7670  -0.30
C 0.3066 0.6347 2.5945  -0.11
C 0.1363 0.6702 3.9641  0.01
H -2.0214 3.2857 4.1827  0.14
H -1.7437 3.2359 1.7544  0.07
H 0.9825 -0.1051 2.1842  0.08
H 0.6528 -0.0388 4.5977  0.14

[5]
Computed, not measured: a molecular structure, C26H30N8O2PtS3 in a non-equilibrium geometry, with ωB97M-V with the def2-TZVPD basis set.

Its largest force on an atom is 1.087 eV/Å. As for the charge: +2. The LUMO energy (alpha / beta) is -4.8 / -8.7 eV. Its HOMO energy (alpha / beta) is -11.848 / -13.192 eV. As for the HOMO-LUMO gap (alpha / beta): 7.08 / 4.53 eV. Its expectation value of S² is 6.061. As for the spin multiplicity: 5.

Each line ends with the Löwdin charge.
Atoms and positions in Å:
Pt 0.5454 0.6045 0.4797  1.14
C 4.5344 -0.3142 5.7099  -0.07
C 4.2787 0.4250 4.4085  -0.20
N 2.8322 0.4315 4.0981  0.02
C 2.2879 0.3772 2.8970  -0.74
S 0.5385 0.4465 2.7873  0.64
N 3.1164 0.2287 1.8255  0.04
N 2.4896 0.3066 0.6806  -0.26
C 3.2058 0.0407 -0.5524  -0.20
C 4.5945 -0.4799 -0.5402  -0.01
C 2.4406 0.2960 -1.6839  -0.23
C 2.9676 0.3030 -2.9976  0.02
C 2.1674 0.6564 -4.0532  -0.03
C 0.8353 1.0116 -3.8221  -0.02
C 0.3429 0.9655 -2.5305  -0.10
N 1.0947 0.5989 -1.4972  -0.07
H 5.6043 -0.3265 5.9172  0.09
H 4.1863 -1.3478 5.6507  0.08
H 4.0370 0.1742 6.5524  0.08
H 4.7943 -0.0442 3.5781  0.11
H 4.6246 1.4553 4.4766  0.13
H 2.1959 0.5525 4.8740  0.14
H 4.7999 -0.9800 0.4038  0.08
H 5.3247 0.3317 -0.6413  0.11
H 4.7555 -1.1789 -1.3606  0.09
H 4.0128 0.0600 -3.1455  0.12
H 2.5667 0.6747 -5.0591  0.13
H 0.1862 1.3166 -4.6303  0.12
H -0.6862 1.2113 -2.3038  0.11
C -5.9187 1.1671 -4.5860  -0.03
C -5.1407 0.9218 -3.3166  -0.25
C -4.0079 0.1047 -3.3122  -0.03
C -3.2804 -0.1034 -2.1531  -0.07
C -3.7037 0.5071 -0.9737  -0.30
C -4.8311 1.3201 -0.9481  -0.04
C -5.5388 1.5191 -2.1235  -0.01
S -2.7454 0.3360 0.4763  0.59
O -2.2360 -1.0215 0.4991  -0.37
O -3.5049 0.8123 1.5884  -0.26
N -1.4090 1.2149 0.2353  -0.30
C -1.3044 2.5923 0.4160  -0.40
C -2.3033 3.5458 0.5578  0.02
C -1.9133 4.8574 0.7414  -0.02
C -0.5612 5.1984 0.7685  -0.05
C 0.3642 4.1996 0.6144  -0.09
N -0.0077 2.9193 0.4350  0.04
H -5.5645 0.5414 -5.4037  0.08
H -5.8281 2.2111 -4.8927  0.09
H -6.9809 0.9694 -4.4354  0.09
H -3.7004 -0.3786 -4.2341  0.12
H -2.4023 -0.7410 -2.1510  0.11
H -5.1570 1.7640 -0.0141  0.12
H -6.4227 2.1474 -2.1142  0.13
H -3.3441 3.2550 0.5581  0.11
H -2.6659 5.6252 0.8740  0.13
H -0.2362 6.2198 0.9097  0.12
H 1.4276 4.4033 0.6220  0.12
C 2.0739 -5.5266 1.2584  0.02
N 0.6923 -5.0883 0.9922  -0.09
C -0.3407 -5.9037 0.6798  0.03
C -1.4519 -5.1090 0.4964  0.02
N -1.0613 -3.8373 0.6817  0.12
C 0.2597 -3.7866 0.9843  -0.69
S 1.1823 -2.4168 1.3145  0.88
H 2.0597 -6.5857 1.4916  0.11
H 2.4712 -4.9692 2.0993  0.09
H 2.6950 -5.3553 0.3849  0.11
H -0.2309 -6.9765 0.6216  0.15
H -2.4687 -5.3786 0.2500  0.15
H -1.6376 -2.9716 0.5858  0.15

[6]
Computed, not measured: a molecular structure, C26H30NPbS in a non-equilibrium geometry, with ωB97M-V with the def2-TZVPD basis set.

Its largest force on an atom is 2.804 eV/Å. The calculation puts the relative energy (zero: lowest compared OMol25 entry of this formula, charge and spin) at 198.8 kJ/mol. As for the charge: +1. The LUMO energy (alpha / beta) is -2.8 / -5.3 eV. Its HOMO energy (alpha / beta) is -11.001 / -9.123 eV. As for the HOMO-LUMO gap (alpha / beta): 8.23 / 3.84 eV.

Each line ends with the Löwdin charge.
Atoms and positions in Å:
C -0.0103 0.5778 -5.5257  -0.39
C 0.5717 1.9404 -5.4717  -0.09
C 0.8214 -0.5375 -6.0382  -0.09
C -1.4856 0.4289 -5.5254  -0.09
H 0.8614 -0.5525 -7.1390  0.09
H 0.4305 -1.5097 -5.7345  0.07
H 1.8550 -0.4652 -5.6968  0.07
H 0.5493 2.4396 -6.4535  0.09
H 1.6174 1.9250 -5.1613  0.07
H 0.0239 2.5904 -4.7878  0.07
H -1.9194 0.6058 -6.5224  0.09
H -1.9670 1.1402 -4.8529  0.07
H -1.7935 -0.5762 -5.2337  0.07
C 2.6858 -0.2442 0.2719  -0.24
C 2.8261 -0.9808 -0.9293  -0.19
C 2.6454 -0.0958 -2.0230  -0.19
H 3.0378 -2.0345 -1.0005  0.12
C 2.4063 1.1930 -1.4976  -0.19
C 2.4279 1.0999 -0.0819  -0.25
H 2.2930 1.9116 0.6134  0.09
H 2.7932 -0.6287 1.2720  0.08
H 2.7108 -0.3534 -3.0668  0.11
H 2.2505 2.0887 -2.0740  0.11
C -1.7582 -1.2553 -0.2854  -0.23
C -0.7722 -2.1955 0.0917  -0.20
C -0.1339 -2.6401 -1.0917  -0.18
H -0.5684 -2.5375 1.0924  0.09
C -0.7184 -1.9677 -2.1961  -0.19
C -1.7276 -1.1157 -1.6959  -0.19
H -2.3656 -0.4745 -2.2785  0.11
H -2.4306 -0.7446 0.3820  0.10
H 0.6602 -3.3662 -1.1446  0.12
H -0.4585 -2.1038 -3.2325  0.11
Pb 0.4654 -0.2557 -0.8468  1.49
N -0.2083 0.6285 1.0459  -0.42
S 0.6994 0.6033 2.3822  1.13
C -0.1815 1.8069 3.4146  -0.36
C -0.7442 2.9756 2.8740  -0.07
C -1.3672 3.9082 3.7103  -0.05
C -1.4194 3.6913 5.0900  -0.05
C -0.8455 2.5422 5.6379  -0.05
C -0.2257 1.6076 4.8071  -0.07
C 0.0346 -0.9267 3.0780  -0.40
C -1.3211 -1.0906 3.4121  -0.08
C -1.7633 -2.2960 3.9726  -0.04
C -0.8620 -3.3410 4.1966  -0.05
C 0.4856 -3.1841 3.8660  -0.05
C 0.9317 -1.9812 3.3131  -0.08
H -1.1277 1.0901 1.0446  0.05
H -0.6959 3.1762 1.8135  0.10
H -1.7998 4.8045 3.2895  0.11
H -1.8949 4.4168 5.7368  0.11
H -0.8730 2.3786 6.7077  0.12
H 0.2279 0.7321 5.2505  0.11
H -2.0284 -0.2902 3.2465  0.12
H -2.8046 -2.4205 4.2360  0.11
H -1.2033 -4.2725 4.6302  0.11
H 1.1854 -3.9923 4.0394  0.11
H 1.9800 -1.8750 3.0695  0.10